[1]
The following is a quantum chemistry calculation of a cluster of 2 separate species, C4H12NOS in total, from OMol25.

The geometry in ORCA input format:
```
! RIJCOSX wB97M-V def2-TZVPD def2/J DEFGRID3
* xyz 1 1
S 3.16078 0.23156 -0.03636
O 0.83703 -2.18987 -0.31994
N 0.42157 0.93547 0.04665
C -1.49850 -0.57401 -0.66982
C 0.21586 0.49321 1.41854
C -0.76113 0.65650 -0.83101
C 1.55468 0.23838 -0.55120
H 0.69441 1.98988 0.11018
H 2.79363 -0.14849 1.11857
H 1.02059 -2.57827 -1.15499
H -1.40584 1.57155 -0.73465
H -1.91403 -0.84381 0.28374
H -0.70987 0.81542 1.64680
H -0.38207 0.77868 -1.88431
H 0.94693 0.99989 2.08256
H -2.37075 -0.56544 -1.38277
H 0.27413 -0.55466 1.43515
H -0.85474 -1.46825 -0.81791
H 1.37255 0.37273 -1.63594
*
```

Computed properties:
Total energy, eV: -18703.29744
E_LUMO (alpha / beta), eV: -6.31 / -6.31
Energy above the lowest of the compared OMol25 structures with the same formula, charge and spin, kcal per mole: 133.0
Gap between HOMO and LUMO (alpha / beta), eV: 7.194 / 7.198
HOMO (alpha / beta), eV: -13.5 / -13.5


[2]
The following is a quantum chemistry calculation of a structure of composition C31H47N7O4Pb, from OMol25.

The geometry in ORCA input format:
```
! RIJCOSX wB97M-V def2-TZVPD def2/J DEFGRID3
* xyz 0 1
Pb -3.54025 -13.11157 11.78113
O -3.32264 -12.64734 14.05130
O -0.37567 -17.70738 10.68804
O -2.06348 -16.28726 10.39784
O -3.19245 -10.91323 11.43553
N -5.13757 -17.02061 14.73533
N -5.51651 -17.75162 12.52646
N -1.75546 -12.43355 9.66861
N -5.12483 -15.51841 12.89328
N -4.42916 -13.95725 8.90691
N -5.80437 -12.34530 12.32506
N 1.02535 -16.17846 12.30164
C -6.21287 -12.04648 13.49302
C -4.00445 -13.03990 7.84926
C -3.66615 -12.20156 16.36192
C -5.89895 -11.66638 17.16242
C -5.61962 -17.49529 11.06153
C -1.93602 -9.30811 12.66619
C -0.28384 -15.64040 11.87128
C -5.51851 -12.02785 14.77160
C -0.85978 -10.61372 10.98985
C -6.12411 -12.36504 9.84693
C -6.07896 -17.93813 15.34669
C -4.57453 -16.03264 15.56203
C -4.27701 -15.28544 8.34596
C -6.78989 -12.33267 11.20961
C -1.02991 -16.60243 10.92325
C -6.37791 -11.76591 15.87641
C -2.53508 -13.20771 7.41935
C -0.81942 -11.59086 9.88080
C -2.01640 -10.35269 11.70662
C -5.80589 -13.76687 9.32079
C -0.79457 -8.57461 12.85420
C -4.14720 -12.30671 15.01976
C -5.22251 -16.71309 13.35668
C -4.48796 -11.86804 17.38970
C -1.13852 -15.51990 13.13719
C -0.53517 -16.58216 14.08397
C 0.34812 -9.92507 11.24701
C 0.36777 -8.95629 12.16962
C 0.92335 -16.52271 13.73353
C -1.58064 -13.41430 8.59059
C -4.90051 -19.04562 12.79388
H 1.25841 -8.40372 12.40721
H -7.40534 -11.43524 11.40277
H -4.12066 -16.47938 16.43905
H -4.59797 -13.18480 6.92811
H -4.14865 -12.02058 8.20955
H 1.27730 -10.29185 10.75348
H -2.21234 -15.68029 12.98526
H -5.03649 -14.84677 13.62372
H -6.78209 -17.37338 15.94305
H -2.82069 -9.09077 13.25613
H -3.67949 -15.56096 15.08943
H -5.56789 -18.66522 15.99873
H -5.28234 -15.24140 15.83006
H -2.52914 -14.07822 6.73927
H -6.49454 -13.94922 8.45091
H -0.54954 -13.36606 8.25465
H 0.45986 -17.55830 11.23166
H -4.59858 -17.24301 10.76393
H -2.62884 -12.49783 16.48710
H 1.45215 -17.47354 13.96200
H -4.16520 -11.87006 18.38198
H -4.79898 -15.41345 7.41319
H -6.17737 -16.61247 10.85874
H 0.08939 -11.66043 9.27402
H -7.24838 -11.71796 13.57505
H -4.48231 -19.16560 13.78353
H -2.32749 -12.30162 6.82165
H -3.21195 -15.46667 8.16514
H -5.22423 -11.75086 9.82493
H -5.62352 -19.81341 12.58860
H -0.71393 -7.72089 13.53816
H -6.06869 -14.54665 10.07373
H -0.37130 -14.62192 11.35770
H 1.80310 -15.60068 11.99942
H -5.96058 -18.34334 10.51242
H -6.60750 -18.49034 14.56804
H 1.42086 -15.78473 14.34674
H -0.91292 -17.61196 13.84489
H -4.04174 -19.16265 12.12879
H -0.72976 -16.37342 15.10807
H -7.44984 -11.57264 15.69483
H -6.50381 -11.40270 17.99213
H -7.42416 -13.23140 11.36595
H -1.79633 -14.42439 8.94633
H -6.80030 -11.79511 9.17438
H -4.61794 -16.04393 9.06040
H -1.00879 -14.52010 13.59033
*
```

Computed properties:
Total energy, eV: -56777.87317
E_LUMO, eV: 0.51
Gap between HOMO and LUMO, eV: 7.686
HOMO, eV: -7.2


[3]
The following is a quantum chemistry calculation of a cluster of 11 separate species, C2H25NO10 in total, from OMol25.

The geometry in ORCA input format:
```
! RIJCOSX wB97M-V def2-TZVPD def2/J DEFGRID3
* xyz 0 1
O -0.11494 -2.21641 2.54614
O 0.80299 3.09629 -2.66369
O 0.88353 -3.11811 0.43840
O 2.44941 0.67596 -2.63658
O 2.62249 -0.85129 -0.31014
O -2.52648 -0.56899 2.09721
O 2.55397 0.14099 2.74140
O -0.34827 1.82128 2.65727
O -3.10270 -1.54904 -0.61403
O 0.09390 -2.33112 -2.04864
N -1.94750 0.76018 -1.59458
C -1.00285 2.68665 -0.52356
C -1.42997 1.41661 -0.48835
H 3.13147 -0.56897 2.45563
H 2.08441 -0.76806 -1.13146
H -0.09526 2.90997 -2.92495
H 1.86348 1.37549 -2.98486
H 1.39688 -2.30712 0.38934
H -1.80381 1.10292 -2.50390
H -0.74578 -1.49024 2.48339
H -2.78932 -2.35083 -1.05250
H 0.81256 2.74128 -1.77374
H -1.12683 0.88328 0.38058
H -1.26031 3.37002 -1.29090
H -0.57981 3.20941 0.39238
H -0.03537 2.26048 3.43952
H 0.88388 -2.77150 -2.34848
H 0.23318 1.86867 1.90533
H -2.22344 0.35530 2.09745
H 2.08104 -0.15621 -3.03082
H 0.30160 -2.96890 1.32225
H -2.32058 -0.17818 -1.50727
H -3.03520 -0.62420 2.91466
H 3.49061 -1.03668 -0.66017
H 0.38668 -2.34428 -1.09944
H 2.66797 0.75676 2.00452
H -2.94636 -1.57032 0.33035
H 0.69477 -1.66113 2.59225
*
```

Computed properties:
SMILES string: C=CN.O.O.O.O.O.O.O.O.O.O
Total energy, eV: -24444.11108
E_LUMO, eV: 0.10
Energy above the lowest of the compared OMol25 structures with the same formula, charge and spin, kcal per mole: 56.6
Gap between HOMO and LUMO, eV: 8.354
HOMO, eV: -8.3


[4]
The following is a quantum chemistry calculation of the ion C4H6N with charge +1, from OMol25.

The geometry in ORCA input format:
```
! RIJCOSX wB97M-V def2-TZVPD def2/J DEFGRID3
* xyz 1 1
N -0.07461 0.67123 -0.01578
C -2.33256 0.32957 0.05210
C 1.12543 0.42001 -0.00563
C -1.11891 -0.36319 0.02989
C 2.25134 -0.18918 0.05369
H 2.93562 -0.34736 0.87482
H 2.89497 -0.13383 -0.85992
H -3.19618 -0.16833 0.17533
H -1.26601 -0.65754 -1.07268
H -0.67692 -1.15285 0.57299
H -0.54216 1.59148 0.19519
*
```

Computed properties:
Total energy, eV: -5721.81323
E_LUMO, eV: -5.16
Energy above the lowest of the compared OMol25 structures with the same formula, charge and spin, kcal per mole: 115.0
Gap between HOMO and LUMO, eV: 8.904
HOMO, eV: -14.1


[5]
The following is a quantum chemistry calculation of a cluster of 2 separate species, C15H27Br2NOS3Si in total, from OMol25.

The geometry in ORCA input format:
```
! RIJCOSX wB97M-V def2-TZVPD def2/J DEFGRID3
* xyz 0 1
Br -0.87264 -4.70274 1.67336
Br 1.78631 -2.99409 3.58052
S -3.44169 -0.51433 -2.68527
S -1.54167 -1.89429 -0.83494
S 2.89910 5.13422 -1.89291
Si 1.89026 0.25889 0.05163
O -3.86485 1.85240 1.96597
N -3.18349 0.28973 -0.07218
C 1.28739 -4.87729 3.54701
C -0.20512 -1.77185 -2.10305
C -2.80757 -0.57895 -1.15366
C -4.16030 1.32607 -0.50058
C 1.39111 1.28952 -1.47116
C 4.77086 1.08247 0.84020
C -4.31943 2.38049 0.71637
C 0.91049 -5.32131 2.15626
C 1.60250 3.85433 -2.22346
C -2.45509 1.58744 1.89455
C -2.01516 1.05119 0.44134
C 3.73230 0.62399 0.37434
C 1.58116 -1.61642 -0.10189
C 1.24289 -2.13804 -1.56401
C 1.49242 2.83951 -1.00673
H 1.03316 0.73902 1.16315
H -5.41792 2.63353 0.84507
H 0.82499 -1.94493 0.66846
H 2.04296 -1.86721 -2.32517
H 0.85801 -6.40893 2.10202
H 0.48480 -5.00584 4.27083
H -1.81102 2.48524 2.16907
H 1.59138 -4.95637 1.38903
H 3.64943 4.57357 -0.87781
H -1.75897 1.90475 -0.25659
H -5.16416 0.85246 -0.73710
H -0.20911 -0.78445 -2.66600
H 0.52731 3.02565 -0.42926
H -2.20345 0.75542 2.61520
H 2.31731 2.96242 -0.23366
H -3.80492 1.93767 -1.38387
H 0.29674 1.14695 -1.74857
H 1.27835 -3.27665 -1.50641
H -0.45313 -2.54917 -2.89681
H 5.75111 1.60178 0.98098
H -1.11145 0.39961 0.63292
H -3.75117 3.32537 0.42170
H 0.60196 4.33798 -2.40358
H 2.17258 -5.41144 3.89328
H 2.55810 -2.12700 0.19518
H 1.89009 3.29775 -3.16221
H 2.08721 1.19191 -2.35157
*
```

Computed properties:
SMILES string: C#C[Si@@H](CCCS)CCCSC(=S)N1CCOCC1.BrCCBr
Total energy, eV: -199994.74578
E_LUMO, eV: -0.07
Energy above the lowest of the compared OMol25 structures with the same formula, charge and spin, kcal per mole: 0.0
Gap between HOMO and LUMO, eV: 8.266
HOMO, eV: -8.3


[6]
The following is a quantum chemistry calculation of a structure of composition C4H6N3O, from OMol25.

The geometry in ORCA input format:
```
! RIJCOSX wB97M-V def2-TZVPD def2/J DEFGRID3
* xyz 1 1
O -1.20359 -0.85300 -1.91627
N -1.15933 1.25132 0.23613
N 1.60569 0.52883 1.88357
N -0.45095 0.14453 0.09851
C 1.55378 -1.26917 0.23673
C 0.70845 -1.64210 -0.76720
C -0.42812 -0.74140 -0.84356
C 1.16647 -0.11868 0.96380
H 1.08729 1.44802 2.03897
H 2.38154 -1.83973 0.60133
H -2.08776 -0.27504 -1.83345
H -1.65870 1.32945 1.13573
H 0.81290 -2.42675 -1.43042
H -1.90511 1.41853 -0.45344
*
```

Computed properties:
Total energy, eV: -10753.25706
E_LUMO, eV: -5.58
Energy above the lowest of the compared OMol25 structures with the same formula, charge and spin, kcal per mole: 46.2
Gap between HOMO and LUMO, eV: 8.502
HOMO, eV: -14.1


[7]
The following is a quantum chemistry calculation of an isolated molecule of C3H6N4S, from OMol25.

The geometry in ORCA input format:
```
! RIJCOSX wB97M-V def2-TZVPD def2/J DEFGRID3
* xyz 0 1
S 2.59258 -1.10240 -0.02865
N -2.33523 -0.69985 -0.02786
N 1.93910 1.85354 -0.20158
N 1.20255 -0.35253 -0.38213
N -0.07427 -1.14054 -0.40675
C 0.97286 1.04348 -0.15132
C -0.50205 1.07565 -0.04122
C -1.04523 -0.16652 -0.17543
H -1.18894 1.89448 0.26629
H -2.35513 -1.63317 0.47116
H 0.12302 -1.82237 -1.17926
H 2.21299 -1.62164 1.46328
H 1.54811 2.77033 0.15151
H -3.09035 -0.09845 0.24196
*
```

Computed properties:
SMILES string: [H]/N=c1\cc(N)[nH]n1S
Total energy, eV: -20001.07216
E_LUMO, eV: 0.57
Energy above the lowest of the compared OMol25 structures with the same formula, charge and spin, kcal per mole: 75.3
Gap between HOMO and LUMO, eV: 8.813
HOMO, eV: -8.2


[8]
The following is a quantum chemistry calculation of a cluster of 4 separate species, C2H11NO5 in total, from OMol25.

The geometry in ORCA input format:
```
! RIJCOSX wB97M-V def2-TZVPD def2/J DEFGRID3
* xyz 0 1
O 2.00771 -1.91190 0.44180
O -0.59271 -0.88815 1.45230
O 0.29434 1.71663 1.69562
O -1.45958 2.73559 -0.27953
O -0.19386 0.69391 -2.13504
N -0.59824 -1.18286 -0.78370
C -1.03262 -1.43870 0.46173
C 0.35451 -0.16467 -1.13093
H 2.28917 -2.47557 1.17181
H 0.23477 1.20380 2.51635
H -0.26102 0.27570 -3.00304
H 1.27988 -0.60401 -1.50414
H 1.42423 -1.27927 0.88792
H 0.91079 2.40197 1.99909
H -0.86280 -1.82351 -1.51077
H -1.16565 2.32096 0.54684
H 0.55196 0.55948 -0.34318
H -1.35104 2.05779 -0.95360
H -1.82984 -2.19719 0.47050
*
```

Computed properties:
SMILES string: O=CNCO.O.O.O
Total energy, eV: -13980.07491
E_LUMO, eV: 0.47
Energy above the lowest of the compared OMol25 structures with the same formula, charge and spin, kcal per mole: 18.5
Gap between HOMO and LUMO, eV: 10.752
HOMO, eV: -10.3